DFT (the ωB97M-V functional and the def2-TZVPD basis) results for a 4-piece molecular cluster, C30H67N7O9P overall in a non-equilibrium geometry.

Last columns: bonded neighbours and bond lengths (Å).
Element x y z (Å)
1 C -4.7585 -1.4427 0.0520  O2 1.455, H36 1.141, H37 1.143, H38 1.143
2 O -5.3127 -0.8129 1.2406  C1 1.455, C3 1.452
3 C -4.3051 -0.0343 1.9375  O2 1.452, C4 1.599, H39 1.142, H40 1.149
4 C -4.9754 1.3578 2.3488  C3 1.599, C5 1.610, H41 1.151, H42 1.138
5 C -3.9118 2.5081 2.7212  C4 1.610, C6 1.602, H43 1.151, H44 1.139
6 C -2.8885 2.7995 1.5240  C5 1.602, C7 1.602, H45 1.149, H46 1.143
7 C -2.9311 4.2946 0.9501  C6 1.602, C8 1.597, H47 1.151, H48 1.143
8 C -1.5959 4.7590 0.2073  C7 1.597, C9 1.627, H49 1.144, H50 1.152
9 C -1.3381 3.9742 -1.1942  C8 1.627, C10 1.598, H51 1.137, H52 1.151
10 C -0.3049 2.8028 -0.8564  C9 1.598, C11 1.602, H53 1.152, H54 1.138
11 C -0.1736 1.6688 -1.9804  C10 1.602, N12 1.536, H55 1.138, H56 1.139
12 N -0.0681 0.3231 -1.2480  C11 1.536, C13 1.497, C35 1.492, H57 1.031
13 C 1.2110 0.3695 -0.4726  N12 1.497, C14 1.596, H58 1.150, H59 1.149
14 C 2.0335 -0.9977 -0.4442  C13 1.596, C15 1.591, H60 1.149, H61 1.155
15 C 1.1871 -2.3428 -0.5210  C14 1.591, O16 1.422, P24 1.922, C26 1.648
16 O 1.8772 -3.5618 -0.7668  C15 1.422, C17 1.423
17 C 3.2240 -3.7029 -0.3286  O16 1.423, C18 1.633, H62 1.137, H63 1.157
18 C 3.4106 -4.1844 1.2203  C17 1.633, C19 1.625, C20 1.594, H64 1.154
19 C 4.3003 -5.5438 1.2558  C18 1.625, H65 1.151, H66 1.139, H67 1.138
20 C 4.0222 -3.0653 2.1773  C18 1.594, C21 1.599, H68 1.138, H69 1.155
21 C 5.5984 -2.8317 2.0465  C20 1.599, C22 1.628, C23 1.606, H70 1.136
22 C 6.0459 -2.0938 3.4272  C21 1.628, H71 1.139, H72 1.136, H73 1.154
23 C 6.0402 -1.8431 0.8604  C21 1.606, H74 1.138, H75 1.154, H76 1.144
24 P 0.3360 -2.5121 1.1938  C15 1.922, O25 1.545, H77 1.450, H78 1.440
25 O -0.4427 -1.2437 1.6085  P24 1.545
26 C 0.0742 -2.2384 -1.7326  C15 1.648, C27 1.601, C31 1.598, C35 1.630
27 C -1.4256 -2.4647 -1.2199  C26 1.601, C28 1.601, H79 1.152, H80 1.145
28 C -2.5147 -2.5006 -2.3927  C27 1.601, O29 1.263, O30 1.427
29 O -3.0861 -1.4680 -2.8419  C28 1.263
30 O -2.9787 -3.7227 -2.9657  C28 1.427, H81 0.986
31 C 0.4882 -3.1076 -3.0086  C26 1.598, C32 1.584, H82 1.156, H83 1.152
32 C 0.0121 -4.6170 -3.0601  C31 1.584, C33 1.633, O34 1.432, H84 1.153
33 C 1.2266 -5.4670 -3.7447  C32 1.633, H85 1.137, H86 1.153, H87 1.137
34 O -0.2696 -5.2674 -1.8155  C32 1.432, H88 0.980
35 C 0.0891 -0.7136 -2.3093  N12 1.492, C26 1.630, H89 1.152, H90 1.153
36 H -5.6238 -1.8940 -0.5397  C1 1.141
37 H -4.3087 -0.5996 -0.5754  C1 1.143
38 H -3.9970 -2.2606 0.2898  C1 1.143
39 H -3.3934 0.0631 1.2576  C3 1.142
40 H -3.9689 -0.6487 2.8489  C3 1.149
41 H -5.6422 1.7586 1.4999  C4 1.151
42 H -5.6741 1.1599 3.2249  C4 1.138
43 H -3.3264 2.1417 3.6422  C5 1.151
44 H -4.4296 3.4712 3.0402  C5 1.139
45 H -1.8318 2.5619 1.9091  C6 1.149
46 H -3.1019 2.0896 0.6540  C6 1.143
47 H -3.0688 4.9880 1.8585  C7 1.151
48 H -3.8241 4.3600 0.2405  C7 1.143
49 H -1.6021 5.8836 -0.0036  C8 1.144
50 H -0.7118 4.5961 0.9273  C8 1.152
51 H -2.3268 3.5895 -1.6039  C9 1.137
52 H -0.8516 4.7037 -1.9398  C9 1.151
53 H 0.7474 3.2529 -0.7242  C10 1.152
54 H -0.6060 2.3577 0.1465  C10 1.138
55 H -1.0615 1.6224 -2.6911  C11 1.138
56 H 0.7810 1.7946 -2.5884  C11 1.139
57 H -0.9279 0.2580 -0.6824  N12 1.031
58 H 0.9677 0.6335 0.6204  C13 1.150
59 H 1.9388 1.1867 -0.8234  C13 1.149
60 H 2.7529 -0.9275 0.4486  C14 1.149
61 H 2.7237 -0.9889 -1.3704  C14 1.155
62 H 3.9580 -2.8658 -0.5576  C17 1.137
63 H 3.6460 -4.6055 -0.9168  C17 1.157
64 H 2.3585 -4.5286 1.5460  C18 1.154
65 H 4.6403 -5.7667 2.3326  C19 1.151
66 H 5.2349 -5.3355 0.6392  C19 1.139
67 H 3.7583 -6.4210 0.7751  C19 1.138
68 H 3.5227 -2.0441 2.1202  C20 1.138
69 H 3.8472 -3.4350 3.2576  C20 1.155
70 H 6.2256 -3.7774 1.9994  C21 1.136
71 H 5.9729 -2.7789 4.3340  C22 1.139
72 H 7.0935 -1.6577 3.3744  C22 1.136
73 H 5.3033 -1.2324 3.6247  C22 1.154
74 H 6.9088 -1.1893 1.1981  C23 1.138
75 H 6.3605 -2.5111 -0.0241  C23 1.154
76 H 5.1417 -1.2472 0.4780  C23 1.144
77 H -0.5721 -3.6427 1.2238  P24 1.450
78 H 1.2863 -2.7657 2.2459  P24 1.440
79 H -1.5694 -3.4594 -0.6568  C27 1.152
80 H -1.8031 -1.6602 -0.4972  C27 1.145
81 H -3.8331 -3.5473 -3.4246  O30 0.986
82 H 0.0102 -2.5718 -3.9145  C31 1.156
83 H 1.6169 -3.0793 -3.2388  C31 1.152
84 H -0.8367 -4.6924 -3.8365  C32 1.153
85 H 1.9710 -5.6872 -2.9146  C33 1.137
86 H 0.7290 -6.4439 -4.1004  C33 1.153
87 H 1.6659 -4.9403 -4.6515  C33 1.137
88 H 0.0739 -6.1853 -1.8158  O34 0.980
89 H 1.0357 -0.5497 -2.9454  C35 1.152
90 H -0.7729 -0.5440 -3.0563  C35 1.153
91 C 0.9955 6.9340 2.1425  O92 1.223, N93 1.357, N94 1.357
92 O 0.7813 6.4371 1.0456  C91 1.223
93 N 2.2300 6.9640 2.7051  C91 1.357, H95 1.004, H96 1.007
94 N 0.0173 7.4998 2.8936  C91 1.357, H97 1.007, H98 1.004
95 H 2.4261 7.3671 3.6039  N93 1.004
96 H 2.9843 6.5543 2.1788  N93 1.007
97 H -0.9139 7.4983 2.5111  N94 1.007
98 H 0.1726 7.9126 3.7956  N94 1.004
99 C -5.9297 -6.5437 -2.9015  O100 1.219, N101 1.360, N102 1.357
100 O -5.4353 -7.6369 -3.1189  C99 1.219
101 N -5.1776 -5.4344 -2.6688  C99 1.360, H103 1.004, H104 1.007
102 N -7.2705 -6.3387 -2.8729  C99 1.357, H105 1.007, H106 1.003
103 H -5.5632 -4.5256 -2.4872  N101 1.004
104 H -4.1774 -5.5482 -2.6816  N101 1.007
105 H -7.8601 -7.1372 -3.0407  N102 1.007
106 H -7.6965 -5.4476 -2.6957  N102 1.003
107 C 2.9607 10.9447 1.2001  O108 1.221, N109 1.357, N110 1.357
108 O 4.0682 10.7016 1.6539  C107 1.221
109 N 2.6831 12.0846 0.5181  C107 1.357, H111 1.003, H112 1.007
110 N 1.9115 10.0945 1.3393  C107 1.357, H113 1.007, H114 1.003
111 H 1.7806 12.3030 0.1378  N109 1.003
112 H 3.4368 12.7401 0.3946  N109 1.007
113 H 2.0799 9.2376 1.8398  N110 1.007
114 H 0.9938 10.2735 0.9750  N110 1.003

Calculated values
Maximum force: 4.228 eV/Å
E_HOMO: -0.414 Eh
E_LUMO: -0.0788 Eh
Charge: +1

Results of the Mulliken charge analysis, in e, for atoms 1 through 99: number 1, C, carries -0.32; number 2, O, carries -0.43; number 3, C, carries 0.79; number 4, C, carries -0.84; number 5, C, carries -0.75; number 6, C, carries 0.42; number 7, C, carries -1.04; number 8, C, carries -0.44; number 9, C, carries -0.65; number 10, C, carries 0.09; number 11, C, carries -0.84; number 12, N, carries 1.07; number 13, C, carries -0.72; number 14, C, carries -0.74; number 15, C, carries 0.60; number 16, O, carries 0.07; number 17, C, carries -0.56; number 18, C, carries 0.60; number 19, C, carries -1.56; number 20, C, carries -0.95; number 21, C, carries 0.59; number 22, C, carries -1.36; number 23, C, carries -0.84; number 24, P, carries 0.25; number 25, O, carries -0.62; number 26, C, carries 1.42; number 27, C, carries -0.37; number 28, C, carries -0.49; number 29, O, carries -0.59; number 30, O, carries -0.42; number 31, C, carries -1.39; number 32, C, carries 0.20; number 33, C, carries -1.34; number 34, O, carries -0.57; number 35, C, carries -2.14; number 36, H, carries 0.17; number 37, H, carries 0.28; number 38, H, carries 0.17; number 39, H, carries -0.76; number 40, H, carries 0.23; number 41, H, carries 0.23; number 42, H, carries 0.36; number 43, H, carries 0.28; number 44, H, carries 0.38; number 45, H, carries 0.21; number 46, H, carries -0.04; number 47, H, carries 0.39; number 48, H, carries 0.20; number 49, H, carries 0.33; number 50, H, carries 0.24; number 51, H, carries 0.42; number 52, H, carries 0.35; number 53, H, carries 0.31; number 54, H, carries -0.22; number 55, H, carries 0.42; number 56, H, carries 0.42; number 57, H, carries -0.09; number 58, H, carries 0.38; number 59, H, carries 0.41; number 60, H, carries -0.20; number 61, H, carries 0.50; number 62, H, carries 0.22; number 63, H, carries 0.40; number 64, H, carries 0.25; number 65, H, carries 0.34; number 66, H, carries 0.38; number 67, H, carries 0.40; number 68, H, carries 0.24; number 69, H, carries 0.36; number 70, H, carries 0.26; number 71, H, carries 0.34; number 72, H, carries 0.38; number 73, H, carries 0.29; number 74, H, carries 0.40; number 75, H, carries 0.21; number 76, H, carries 0.03; number 77, H, carries 0.12; number 78, H, carries 0.13; number 79, H, carries 0.49; number 80, H, carries 0.28; number 81, H, carries 0.43; number 82, H, carries 0.41; number 83, H, carries 0.45; number 84, H, carries 0.24; number 85, H, carries 0.30; number 86, H, carries 0.41; number 87, H, carries 0.35; number 88, H, carries 0.40; number 89, H, carries 0.22; number 90, H, carries 0.74; number 91, C, carries 0.57; number 92, O, carries -0.65; number 93, N, carries -0.40; number 94, N, carries -0.34; number 95, H, carries 0.18; number 96, H, carries 0.21; number 97, H, carries 0.21; number 98, H, carries 0.19; number 99, C, carries 0.57